# 1
{"formula": "C3HF6N", "method": "ωB97M-V with the def2-TZVPD basis set", "species": ["C", "C", "C", "N", "F", "F", "F", "F", "F", "F", "H"], "coordinates": [[1.132, 0.545, -0.394], [-1.226, -2.201, -0.389], [0.644, 1.961, -0.152], [1.663, -0.474, -0.334], [-2.415, -2.776, -0.436], [-1.299, -1.318, -1.318], [0.170, 2.071, 1.078], [-0.282, 2.291, -1.076], [1.749, 2.669, -0.267], [-0.196, -0.948, 1.839], [0.061, -1.820, 1.449]], "orbital_gap_ev": 11.59, "de_lowest_kj_mol": 179.5, "total_energy_ev": -20919.14945, "e_homo_ev": -11.75, "multiplicity": 1}


# 2
{"formula": "C3HFO2Pb", "method": "ωB97M-V with the def2-TZVPD basis set", "species": ["F", "O", "O", "C", "C", "C", "H", "Pb"], "coordinates": [[-1.038, 1.446, 0.831], [-0.467, -1.258, 0.578], [1.216, -1.114, -0.916], [-1.570, -0.536, 0.280], [-2.491, -0.557, -0.569], [0.812, -0.804, 0.195], [-3.270, 0.162, -0.805], [1.277, 1.371, 0.002]], "orbital_gap_ev": 6.36, "total_energy_ev": -15181.21458, "e_homo_ev": -8.42, "multiplicity": 1}


# 3
{"formula": "C3HFO3", "method": "ωB97M-V with the def2-TZVPD basis set", "species": ["C", "C", "C", "O", "O", "O", "F", "H"], "coordinates": [[-1.622, 0.329, -0.982], [-0.132, 1.616, 0.907], [-0.093, 0.356, 0.502], [-2.527, 0.568, -0.300], [-0.022, 2.773, 1.059], [-0.930, 0.120, -1.888], [-0.897, -0.673, 1.020], [0.978, -0.125, 0.134]], "orbital_gap_ev": [8.29, 9.90], "de_lowest_kj_mol": 129.7, "total_energy_ev": -11982.31048, "e_homo_ev": [-7.65, -12.85], "multiplicity": 3}


# 4
{"formula": "C3HHgNaO2", "method": "ωB97M-V with the def2-TZVPD basis set", "species": ["C", "C", "O", "O", "C", "Hg", "H", "Na"], "coordinates": [[1.716, -0.457, 0.226], [-2.096, -0.644, -0.637], [2.611, -1.328, 0.168], [0.456, -0.947, 0.208], [-1.006, 0.072, -0.600], [-2.286, 2.268, -0.008], [-2.889, -0.512, -1.378], [0.545, 2.232, -0.335]], "orbital_gap_ev": [4.43, 4.18], "charge": -1, "de_lowest_kj_mol": 164.3, "total_energy_ev": -15808.28204, "e_homo_ev": [-2.65, -2.36], "multiplicity": 2}


# 5
{"formula": "C3HHoO2", "method": "ωB97M-V with the def2-TZVPD basis set", "species": ["O", "O", "C", "Ho", "C", "C", "H"], "coordinates": [[0.478, 0.105, 1.112], [-0.383, 0.040, -0.900], [0.440, -0.385, -0.046], [-1.147, 1.911, 0.546], [1.209, -2.721, -0.851], [1.268, -1.564, -0.370], [2.056, -2.596, 0.246]], "orbital_gap_ev": [6.89, 7.11], "charge": 1, "de_lowest_kj_mol": 0.0, "total_energy_ev": -33006.36636, "e_homo_ev": [-12.64, -14.17], "multiplicity": 6}


# 6
{"formula": "C3HN3O", "method": "ωB97M-V with the def2-TZVPD basis set", "species": ["N", "C", "C", "C", "N", "N", "O", "H"], "coordinates": [[2.212, 0.960, 1.637], [1.182, 0.639, 1.216], [-0.045, 0.099, 0.515], [-0.421, -1.225, 1.060], [-0.657, -2.276, 1.471], [-1.163, 0.958, 0.961], [-1.894, 1.292, 0.072], [-0.056, 0.011, -0.503]], "orbital_gap_ev": 9.35, "de_lowest_kj_mol": 210.5, "total_energy_ev": -9640.63624, "e_homo_ev": -10.91, "multiplicity": 1, "smiles": "N#CC(C#N)N=O"}


# 7
{"formula": "C3HN3O", "method": "ωB97M-V with the def2-TZVPD basis set", "species": ["N", "C", "C", "N", "C", "O", "N", "H"], "coordinates": [[-4.539, 0.481, -0.010], [-3.452, 0.128, 0.012], [-2.084, -0.174, -0.003], [-0.989, 0.665, 0.026], [-0.015, -0.181, -0.030], [-0.392, -1.429, 0.008], [-1.725, -1.424, -0.008], [1.005, -0.028, -0.081]], "orbital_gap_ev": 11.63, "de_lowest_kj_mol": 11.0, "total_energy_ev": -9642.70337, "e_homo_ev": -11.53, "multiplicity": 1, "smiles": "N#Cc1ncon1"}


# 8
{"formula": "C3HN3O2", "method": "ωB97M-V with the def2-TZVPD basis set", "species": ["N", "C", "N", "C", "O", "N", "C", "O", "H"], "coordinates": [[-1.625, 0.837, 1.577], [-0.809, 0.773, 0.789], [0.047, 0.934, -0.184], [0.720, 1.679, -0.828], [1.427, 2.329, -1.529], [-0.509, -1.598, 0.368], [0.408, -1.683, -0.365], [1.395, -1.451, -0.956], [-1.054, -1.821, 1.127]], "orbital_gap_ev": 11.45, "de_lowest_kj_mol": 66.2, "total_energy_ev": -11690.75357, "e_homo_ev": -11.11, "multiplicity": 1, "smiles": "N#CN=C=O.N=C=O"}


# 9
{"formula": "C3HN3O2", "method": "ωB97M-V with the def2-TZVPD basis set", "species": ["C", "C", "C", "N", "N", "N", "O", "O", "H"], "coordinates": [[-0.094, 1.573, 0.382], [-1.249, -0.047, -0.937], [-0.062, 0.640, -0.718], [-0.080, 2.309, 1.274], [-2.184, -0.643, -1.062], [0.949, -1.267, 0.724], [1.172, -2.225, 0.078], [1.078, -1.027, 1.867], [0.469, 0.687, -1.608]], "orbital_gap_ev": [8.18, 8.41], "de_lowest_kj_mol": 516.8, "total_energy_ev": -11686.08333, "e_homo_ev": [-11.03, -10.64], "multiplicity": 1}


# 10
{"formula": "C3HN5", "method": "ωB97M-V with the def2-TZVPD basis set", "species": ["N", "C", "C", "C", "N", "N", "N", "N", "H"], "coordinates": [[-3.008, -0.310, -0.365], [-1.853, -0.110, 0.310], [-0.522, -0.129, 0.308], [0.323, 1.028, 0.006], [1.590, 0.735, -0.092], [2.042, -0.456, -0.172], [1.247, -1.492, 0.024], [-0.060, -1.330, 0.004], [0.241, 2.065, -0.024]], "orbital_gap_ev": 8.19, "de_lowest_kj_mol": 317.7, "total_energy_ev": -10570.56793, "e_homo_ev": -10.34, "multiplicity": 1, "smiles": "N#Cc1cnnnn1"}